{
  "formula": "C4H6N2O",
  "method": "the ωB97M-V functional and the def2-TZVPD basis",
  "symbols": ["O", "N", "N", "C", "C", "C", "C", "H", "H", "H", "H", "H", "H"],
  "positions_angstrom": [[-0.58747, -1.20582, 1.74045], [-1.49618, 1.05363, 1.44564], [1.05810, 0.69834, -0.59235], [-0.68927, 0.11846, 1.25255], [0.58962, -1.28340, 0.93142], [0.31652, 0.19354, -1.76689], [0.54404, -0.03397, 0.46589], [0.99308, -0.00542, -2.59272], [-0.49450, 0.87386, -2.04950], [-0.10713, -0.76637, -1.45675], [1.24546, -2.13945, 0.94883], [0.86155, 1.68466, -0.42777], [-2.23383, 0.81196, 2.10121]],
  "forces_ev_per_angstrom": [[-0.1, -0.1, 0.3], [0.2, -0.5, 0.1], [-0.2, -0.1, 0.1], [-0.5, 0.8, 0.2], [0.6, 0.3, 0.4], [0.0, 0.0, -0.4], [0.1, -0.3, 0.5], [0.0, 0.2, -0.2], [0.1, -0.2, -0.2], [-0.1, 0.3, -0.5], [-0.3, -0.1, -0.1], [0.1, -0.3, -0.1], [-0.1, -0.1, 0.0]],
  "nbo_charge": [-0.526, -0.646, -0.614, 0.531, 0.119, -0.413, 0.001, 0.198, 0.195, 0.201, 0.213, 0.381, 0.362],
  "relative_energy_kj_mol": 330.23,
  "multiplicity": 1,
  "homo_energy_ev": -8.84
}

=====

{
  "formula": "C19H17BrF5N4O2STi",
  "method": "the ωB97M-V functional and the def2-TZVPD basis",
  "symbols": ["Br", "Ti", "S", "F", "F", "F", "F", "F", "O", "O", "N", "N", "N", "N", "C", "C", "C", "C", "C", "C", "C", "C", "C", "C", "C", "C", "C", "C", "C", "C", "C", "C", "C", "H", "H", "H", "H", "H", "H", "H", "H", "H", "H", "H", "H", "H", "H", "H", "H", "H"],
  "positions_angstrom": [[9.54660, 9.10013, 5.97666], [11.61773, 13.86312, 6.83263], [9.73286, 13.18162, 8.31829], [10.88660, 13.55134, 3.46964], [12.10291, 15.72128, 4.55692], [12.79197, 14.19315, 2.55685], [13.83654, 14.48670, 5.02579], [12.70831, 12.35361, 3.74179], [12.87520, 12.19362, 7.05220], [11.11605, 11.99457, 5.70976], [7.37387, 13.27717, 7.26123], [8.85040, 14.97019, 6.58789], [10.13183, 15.37426, 6.80600], [12.56072, 15.74102, 7.42055], [12.43761, 18.09472, 7.27828], [12.94756, 7.29841, 7.14985], [13.82074, 18.16642, 7.67388], [8.58263, 13.92022, 7.31137], [14.54207, 17.00211, 7.91087], [13.87263, 15.79567, 7.67194], [12.46431, 14.46894, 4.86936], [11.79153, 16.88791, 7.20736], [9.28946, 17.65675, 6.71668], [11.39969, 8.88731, 6.33163], [6.20896, 13.69935, 6.48809], [12.34915, 9.87070, 6.52285], [6.52697, 13.40777, 5.03511], [12.21552, 13.62472, 3.64122], [11.70050, 7.56245, 6.66361], [13.59234, 9.53629, 7.06166], [13.95808, 8.23101, 7.27562], [12.03395, 11.40064, 6.34811], [10.39007, 16.62577, 6.88451], [15.58304, 17.01428, 8.31633], [14.97832, 8.04530, 7.56114], [7.06255, 12.43196, 4.90341], [6.10787, 14.74128, 6.64009], [7.27560, 14.15473, 4.80257], [14.24095, 19.17409, 7.70934], [11.02643, 6.72740, 6.49239], [7.40873, 12.38191, 7.64823], [8.79504, 17.56511, 5.73687], [13.06595, 6.24481, 7.43153], [11.86140, 19.01288, 7.13119], [9.57856, 18.69566, 6.61470], [5.77595, 13.52081, 4.26920], [14.21239, 10.33935, 7.33742], [5.41430, 13.04268, 6.91843], [8.55106, 17.44182, 7.54847], [14.34657, 14.83769, 7.78942]],
  "forces_ev_per_angstrom": [[0.1, 0.6, -0.4], [0.9, -1.4, -0.3], [0.9, -0.8, 1.2], [0.3, 0.0, -0.6], [-0.2, 1.5, -0.8], [-0.4, -0.4, 0.1], [0.5, 0.1, 0.1], [-0.2, 1.2, -0.3], [-1.9, -0.7, -1.0], [0.9, -1.7, 1.4], [1.0, 2.4, -0.2], [-1.0, 0.7, -0.2], [0.0, 0.0, -0.3], [-0.3, 0.3, -0.5], [0.9, 0.8, 0.7], [0.6, -2.3, 0.1], [-1.5, 0.0, -0.7], [-1.0, -1.0, -0.7], [0.3, 0.3, 0.1], [-0.9, 0.8, 0.7], [-0.1, -1.2, 1.2], [1.8, -1.3, 0.1], [-0.5, -0.5, 0.1], [-0.8, -1.1, 0.3], [0.5, -2.6, 0.2], [-1.2, 2.3, -0.2], [1.2, -0.3, -0.6], [0.1, -0.5, -0.2], [0.1, 0.8, -0.4], [-0.6, -0.1, -0.7], [-0.5, 0.7, 0.2], [1.1, 1.5, 1.1], [-0.4, 0.7, -0.4], [-1.0, 0.0, -0.7], [0.0, -0.5, 0.4], [-0.8, 0.6, 0.2], [-0.7, 1.0, 0.3], [0.3, 0.1, -0.4], [0.1, -0.5, 0.3], [-0.2, 0.5, 0.2], [-0.2, -1.3, 0.6], [-0.1, -0.8, 0.4], [0.6, 0.4, -0.1], [0.4, -0.3, -0.1], [0.6, 0.2, 1.0], [-0.7, -0.1, 0.1], [0.9, 0.8, 0.0], [0.1, 1.1, -0.5], [0.6, 0.7, -1.1], [0.3, -0.2, -0.1]],
  "nbo_charge": [0.085, 1.518, -0.276, -0.308, -0.344, -0.323, -0.357, -0.321, -0.794, -0.649, -0.585, -0.445, -0.312, -0.526, -0.216, -0.174, -0.132, 0.296, -0.256, 0.102, 0.197, 0.179, -0.681, -0.023, -0.213, -0.200, -0.636, 0.911, -0.247, -0.136, -0.226, 0.811, 0.243, 0.242, 0.226, 0.215, 0.208, 0.229, 0.230, 0.234, 0.405, 0.255, 0.215, 0.230, 0.225, 0.213, 0.240, 0.199, 0.254, 0.222],
  "relative_energy_kj_mol": 43.27,
  "multiplicity": 2,
  "homo_energy_ev": [-7.69, -8.37]
}

=====

{
  "formula": "C2H14N2O3",
  "method": "the ωB97M-V functional and the def2-TZVPD basis",
  "symbols": ["O", "O", "O", "N", "N", "C", "C", "H", "H", "H", "H", "H", "H", "H", "H", "H", "H", "H", "H", "H", "H"],
  "positions_angstrom": [[5.00445, -2.09116, 1.03330], [-2.43385, 3.34981, 2.17377], [-4.90060, 3.33375, -4.32331], [0.48187, -1.06890, 1.00320], [-0.15323, 0.34019, -0.83794], [1.34613, -2.24004, 1.34159], [0.22823, -1.00337, -0.43081], [0.99836, -0.26179, 1.30520], [5.23949, -1.15396, 1.01873], [0.71926, -3.04084, 1.73714], [0.36824, 0.95651, -1.41943], [-1.70026, 2.80826, 1.92978], [-3.12794, 3.25325, 1.53309], [1.91445, -1.91473, 2.21866], [-0.65418, -1.61395, -0.62209], [-0.76542, 0.82351, -0.19986], [-5.32104, 2.81311, -3.62780], [2.00605, -2.57851, 0.54536], [1.01683, -1.29167, -1.12666], [4.26823, -2.08017, 1.63340], [-4.53507, 2.66070, -4.88533]],
  "forces_ev_per_angstrom": [[0.4, 0.5, -0.2], [-0.3, 0.8, 1.0], [-0.3, 0.1, 0.6], [1.2, -1.1, -0.4], [-0.9, 0.0, 0.6], [-1.0, 0.8, 1.2], [-1.1, 1.6, -0.5], [0.1, 0.5, -0.3], [0.2, -0.2, -0.2], [0.1, -0.3, -0.4], [0.7, -0.2, -0.1], [0.5, -0.6, -0.4], [-0.2, -0.2, -0.5], [0.3, -0.2, -0.2], [0.2, -0.5, 0.0], [0.0, -0.1, -0.1], [0.0, 0.2, 0.0], [0.0, 0.0, -0.1], [0.4, -0.4, 0.3], [-0.6, -0.3, 0.5], [0.4, -0.3, -0.6]],
  "nbo_charge": [-0.927, -0.939, -0.930, -0.628, -0.883, -0.432, -0.045, 0.349, 0.465, 0.198, 0.379, 0.469, 0.471, 0.185, 0.167, 0.360, 0.465, 0.188, 0.163, 0.463, 0.465],
  "relative_energy_kj_mol": 165.94,
  "smiles": "CNCN.O.O.O",
  "multiplicity": 1,
  "homo_energy_ev": -9.17
}

=====

{
  "formula": "C5H12N2",
  "method": "the ωB97M-V functional and the def2-TZVPD basis",
  "symbols": ["N", "N", "C", "C", "C", "C", "C", "H", "H", "H", "H", "H", "H", "H", "H", "H", "H", "H", "H"],
  "positions_angstrom": [[1.02475, 1.22888, -0.35235], [-0.66436, 1.22719, 0.12115], [2.94113, -0.05762, -1.09547], [1.58392, 0.13786, -0.52053], [-1.19764, -0.59116, 1.74702], [-2.15473, -0.53897, -0.61766], [-1.00165, -0.13257, 0.30013], [-0.58505, 1.70187, 1.02021], [-0.05832, -0.68515, -0.08694], [3.54040, -0.64662, -0.39680], [-2.26090, -1.62512, -0.64164], [1.30611, 2.18361, -0.57071], [-3.09560, -0.10510, -0.27341], [-2.09186, -0.13596, 2.18210], [3.46800, 0.87527, -1.32977], [-1.96850, -0.18882, -1.63185], [-0.33501, -0.31447, 2.35636], [-1.30618, -1.67431, 1.79521], [2.85548, -0.65881, -2.00506]],
  "forces_ev_per_angstrom": [[-1.1, -0.2, 0.4], [1.5, 0.7, -0.3], [0.1, 0.4, 0.1], [-0.1, -0.3, -0.1], [0.0, 0.3, -0.2], [0.1, 0.1, 0.2], [0.5, -1.2, -0.4], [0.2, -0.1, -0.1], [-0.8, 0.4, 0.4], [0.0, 0.1, -0.1], [0.0, 0.0, 0.0], [-0.2, -0.1, 0.1], [-0.1, 0.0, 0.0], [0.0, 0.0, 0.1], [0.1, 0.0, 0.0], [0.0, 0.0, 0.0], [0.0, 0.0, 0.0], [0.0, 0.0, 0.0], [0.0, 0.1, 0.1]],
  "nbo_charge": [-0.428, -0.459, -0.696, 0.117, -0.616, -0.596, -0.170, 0.340, 0.241, 0.240, 0.201, 0.374, 0.197, 0.198, 0.183, 0.214, 0.205, 0.214, 0.242],
  "relative_energy_kj_mol": 375.91,
  "multiplicity": 1,
  "homo_energy_ev": -7.88
}

=====

Table of molecular weight (g mol⁻¹), in record order: 98.1 588.2 114.1 100.2
Table of total energy (a.u.), in record order: -340.66913 -5424.78325 -419.77674 -307.08616